No. 1
DFT (ωB97M-V/def2-TZVPD) results for a molecular structure, C27H51KN2O4PSSbSe4.

As for the HOMO-LUMO gap: 0.11098 hartree. The calculation puts the LUMO energy at 0.1061 Eh.

Structure (ORCA input):
```
! wB97M-V def2-TZVPD RIJCOSX def2/J DEFGRID3
* xyz -2 1
K -0.033 0.951 -0.194
C -1.098 -1.743 -2.087
C -2.422 -1.045 -1.894
O -2.202 0.356 -1.695
C -3.350 1.002 -1.149
C -3.537 0.741 0.330
O -2.365 1.212 0.996
C -2.169 0.605 2.289
C -1.707 -0.818 2.235
O -0.360 -0.860 1.720
C 0.030 -2.186 1.378
C -0.597 -2.637 0.079
O -0.258 -1.679 -0.947
H -1.301 -2.786 -2.359
H -0.538 -1.274 -2.904
H -3.039 -1.193 -2.791
H -2.966 -1.486 -1.047
H -3.196 2.072 -1.327
H -4.253 0.687 -1.683
H -4.423 1.283 0.686
H -3.731 -0.320 0.531
H -1.413 1.219 2.786
H -3.103 0.604 2.860
H -1.749 -1.256 3.235
H -2.380 -1.422 1.617
H 1.122 -2.165 1.299
H -0.277 -2.892 2.159
H -0.200 -3.621 -0.200
H -1.685 -2.742 0.180
C -2.038 4.743 0.882
N -1.836 4.153 2.193
C -3.076 3.658 2.796
C -0.616 3.701 2.550
S 0.689 3.660 1.462
N -0.454 3.305 3.836
C -1.159 3.924 4.946
C 0.671 2.471 4.220
H -2.940 5.354 0.923
H -2.172 3.961 0.129
H -1.187 5.358 0.607
H -3.688 3.220 2.008
H -3.630 4.468 3.276
H -2.880 2.871 3.514
H -1.730 4.781 4.601
H -0.420 4.274 5.672
H -1.831 3.223 5.447
H 0.872 1.731 3.450
H 0.402 1.949 5.139
H 1.576 3.064 4.385
C 4.766 0.099 -4.220
C 3.345 0.494 -3.818
C 2.396 -0.638 -4.235
C 2.928 1.765 -4.561
P 3.021 0.716 -1.976
C 3.858 -0.761 -1.277
C 5.237 -0.948 -1.140
C 5.745 -2.115 -0.592
C 4.884 -3.125 -0.177
C 3.517 -2.959 -0.314
C 3.009 -1.784 -0.855
C 3.959 2.216 -1.317
C 4.103 1.993 0.194
C 5.324 2.570 -1.908
C 3.029 3.424 -1.517
H 4.811 -0.009 -5.309
H 5.049 -0.858 -3.782
H 5.508 0.841 -3.931
H 2.509 -0.830 -5.307
H 1.355 -0.374 -4.042
H 2.614 -1.564 -3.701
H 2.903 1.563 -5.636
H 3.625 2.587 -4.395
H 1.930 2.093 -4.260
H 5.927 -0.182 -1.464
H 6.816 -2.237 -0.487
H 5.282 -4.034 0.256
H 2.833 -3.733 0.014
H 1.934 -1.665 -0.948
H 4.816 1.202 0.427
H 3.147 1.735 0.659
H 4.445 2.920 0.663
H 6.063 1.781 -1.779
H 5.707 3.460 -1.397
H 5.261 2.809 -2.970
H 2.054 3.264 -1.055
H 2.873 3.656 -2.570
H 3.473 4.304 -1.041
Se -6.502 -4.668 3.391
Sb -4.644 -3.185 2.800
Se -4.452 -2.981 0.300
Se -5.028 -0.871 3.676
Se -2.463 -4.065 3.627
*
```

Atomic partial charges in e from the Mulliken method, atoms 1 to 8: number 1, K, carries 0.733; number 2, C, carries -0.851; number 3, C, carries 0.400; number 4, O, carries -0.407; number 5, C, carries -0.864; number 6, C, carries 0.022; number 7, O, carries 0.731; number 8, C, carries 0.247

No. 2
DFT (ωB97M-V/def2-TZVPD) results for 6 unconnected molecules or ions with the total composition C27H52BN5.

As for the HOMO-LUMO gap: 0.39969 hartree. The calculation puts the LUMO energy at 0.0272 Eh. The SMILES is CBCCCCCC.CCCC#N.CCCC#N.CCCC#N.CCCC#N.CCCC#N.

Structure (ORCA input):
```
! wB97M-V def2-TZVPD RIJCOSX def2/J DEFGRID3
* xyz 0 1
C 8.555 0.938 2.133
B 8.845 2.463 1.880
C 7.698 3.545 1.755
C 6.870 3.626 3.070
C 5.344 3.467 2.914
C 4.809 2.040 3.084
C 4.873 1.112 1.859
C 4.538 1.741 0.506
H 9.480 0.388 2.310
H 7.886 0.774 2.981
H 8.076 0.496 1.254
H 9.983 2.828 1.791
H 8.165 4.510 1.565
H 7.065 3.273 0.907
H 7.034 4.618 3.494
H 7.229 2.920 3.823
H 5.020 3.920 1.977
H 4.887 4.069 3.705
H 5.411 1.581 3.875
H 3.789 2.080 3.466
H 4.122 0.333 2.023
H 5.827 0.587 1.798
H 5.089 2.658 0.309
H 4.813 1.043 -0.289
H 3.466 1.914 0.396
C 3.328 2.290 -3.060
C 3.518 1.020 -3.880
C 2.368 0.022 -3.705
C 2.251 -0.409 -2.312
N 2.160 -0.734 -1.216
H 3.304 2.071 -1.991
H 4.150 2.984 -3.234
H 2.398 2.797 -3.324
H 4.455 0.536 -3.600
H 3.591 1.276 -4.939
H 2.534 -0.864 -4.319
H 1.418 0.466 -4.006
C 5.621 -4.645 -0.179
C 5.661 -3.457 0.776
C 4.736 -2.312 0.344
C 5.118 -1.786 -0.964
N 5.430 -1.374 -1.990
H 5.966 -4.364 -1.175
H 6.264 -5.448 0.180
H 4.607 -5.040 -0.270
H 6.684 -3.086 0.856
H 5.360 -3.781 1.774
H 4.781 -1.493 1.059
H 3.700 -2.648 0.288
C -1.045 -0.616 -0.218
C -1.927 -1.636 0.493
C -3.420 -1.288 0.449
C -3.683 -0.003 1.103
N -3.889 0.999 1.626
H -1.116 0.366 0.255
H 0.000 -0.919 -0.189
H -1.336 -0.511 -1.266
H -1.611 -1.728 1.534
H -1.795 -2.616 0.032
H -4.008 -2.053 0.950
H -3.768 -1.228 -0.583
C -8.541 -1.071 0.708
C -8.941 -2.433 1.260
C -7.818 -3.104 2.060
C -6.637 -3.334 1.227
N -5.723 -3.515 0.555
H -7.709 -1.154 0.006
H -9.380 -0.623 0.178
H -8.242 -0.392 1.508
H -9.244 -3.087 0.441
H -9.809 -2.320 1.912
H -8.144 -4.065 2.457
H -7.522 -2.476 2.902
C -10.700 2.148 -2.484
C -10.524 0.901 -3.344
C -11.675 -0.100 -3.186
C -11.784 -0.569 -1.803
N -11.870 -0.917 -0.712
H -10.714 1.899 -1.422
H -9.879 2.845 -2.649
H -11.632 2.662 -2.724
H -9.583 0.411 -3.089
H -10.461 1.187 -4.395
H -11.521 -0.967 -3.827
H -12.624 0.359 -3.466
*
```

Atomic partial charges in e from the Mulliken method, atoms 1 to 8: number 1, C, carries -0.918; number 2, B, carries 0.147; number 3, C, carries -0.488; number 4, C, carries -0.711; number 5, C, carries -0.854; number 6, C, carries -1.094; number 7, C, carries -0.011; number 8, C, carries -0.940

No. 3
DFT (ωB97M-V/def2-TZVPD) results for a molecular structure, C27H52BrN7OPRe.

As for the HOMO-LUMO gap (spin up / spin down): 0.27768 / 0.21473 hartree. The calculation puts the LUMO energy (spin up / spin down) at -0.2893 / -0.3584 Eh.

Structure (ORCA input):
```
! wB97M-V def2-TZVPD RIJCOSX def2/J DEFGRID3
* xyz 3 4
Re 0.342 1.218 0.508
C -1.992 5.819 2.429
N -0.988 4.747 2.530
C -0.212 4.673 3.775
C -0.762 3.899 1.538
N 0.235 3.024 1.526
N -1.616 3.997 0.448
C -1.761 3.152 -0.629
N -2.617 3.559 -1.564
N -1.126 2.008 -0.702
H -1.900 6.454 3.303
H -3.005 5.412 2.413
H -1.806 6.451 1.558
H -0.820 5.081 4.577
H 0.710 5.250 3.701
H 0.004 3.637 4.031
H 0.836 3.139 2.333
H -2.276 4.758 0.489
H -3.097 4.443 -1.518
H -2.796 2.994 -2.379
H -1.365 1.458 -1.522
C -3.857 -5.642 -0.250
C -3.588 -4.698 0.923
C -2.810 -5.461 2.009
C -4.932 -4.227 1.495
C -2.748 -3.495 0.502
C -2.574 -2.430 1.393
C -1.729 -1.418 1.018
Br -1.505 0.089 2.192
C -1.031 -1.375 -0.189
O -0.039 -0.448 -0.348
C -1.319 -2.340 -1.158
C -2.140 -3.397 -0.747
C -0.832 -2.312 -2.615
C -0.582 -0.895 -3.149
C 0.449 -3.147 -2.743
C -1.916 -2.918 -3.528
H -4.464 -6.477 0.097
H -2.937 -6.063 -0.659
H -4.407 -5.148 -1.054
H -3.396 -6.310 2.360
H -2.599 -4.824 2.871
H -1.863 -5.842 1.621
H -5.571 -5.089 1.680
H -5.455 -3.567 0.799
H -4.819 -3.706 2.448
H -3.091 -2.402 2.342
H -2.337 -4.178 -1.463
H 0.205 -0.368 -2.613
H -1.507 -0.305 -3.110
H -0.292 -0.961 -4.198
H 1.262 -2.731 -2.141
H 0.778 -3.184 -3.783
H 0.281 -4.170 -2.408
H -2.899 -2.492 -3.320
H -1.985 -4.000 -3.429
H -1.669 -2.714 -4.570
C 4.539 0.072 3.864
N 3.387 -0.637 3.273
C 3.208 -2.072 3.594
C 2.541 -0.037 2.518
N 1.754 0.491 1.837
H 4.487 -0.021 4.947
H 4.506 1.122 3.584
H 5.459 -0.379 3.498
H 3.078 -2.175 4.670
H 4.095 -2.614 3.271
H 2.333 -2.454 3.076
C 1.351 3.973 -2.183
C 1.663 2.516 -2.529
P 2.177 1.539 -1.085
C 3.550 2.449 -0.310
C 4.731 2.684 -1.257
C 2.848 -0.077 -1.618
C 3.205 -0.182 -3.103
H 0.870 4.465 -3.027
H 2.260 4.531 -1.962
H 0.693 4.062 -1.315
H 2.476 2.464 -3.256
H 0.813 2.006 -2.988
H 3.860 1.861 0.556
H 3.156 3.395 0.068
H 5.152 1.746 -1.620
H 5.522 3.214 -0.729
H 4.450 3.291 -2.117
H 2.125 -0.840 -1.334
H 3.737 -0.235 -1.002
H 2.340 -0.022 -3.744
H 3.579 -1.186 -3.304
H 3.986 0.522 -3.391
*
```

Atomic partial charges in e from the Mulliken method, atoms 1 to 8: number 1, Re, carries 0.747; number 2, C, carries -1.169; number 3, N, carries 0.106; number 4, C, carries -1.135; number 5, C, carries 0.468; number 6, N, carries -0.372; number 7, N, carries 0.064; number 8, C, carries 0.751

No. 4
DFT (ωB97M-V/def2-TZVPD) results for 8 unconnected molecules or ions with the total composition C27H52Cl14FNO6S at a distorted geometry.

As for the HOMO-LUMO gap: 0.34121 hartree. The calculation puts the LUMO energy at 0.0153 Eh. The SMILES is C=CC[C@]1(NCCC)[C@@H](COCCOCC)[C@H](COC)S(=O)(=O)O[C@H]1[C@H](F)CC.ClCCl.ClCCl.ClCCl.ClCCl.ClCCl.ClCCl.ClCCl.

Structure (ORCA input):
```
! wB97M-V def2-TZVPD RIJCOSX def2/J DEFGRID3
* xyz 0 1
C 3.175 -3.759 2.162
C 3.166 -2.999 1.072
C 2.630 -1.597 1.088
C 1.868 -1.124 -0.176
N 1.504 0.265 0.114
C 0.764 1.009 -0.901
C 0.345 2.368 -0.343
C -0.597 3.038 -1.351
C 0.653 -2.078 -0.361
C -0.543 -1.702 0.508
O -0.254 -1.923 1.873
C -1.371 -1.636 2.697
C -1.663 -0.147 2.847
O -3.065 0.041 2.739
C -3.422 1.396 2.522
C -3.592 1.703 1.037
C 0.070 -2.201 -1.789
C -0.680 -3.550 -1.990
O -2.077 -3.377 -1.884
C -2.663 -2.822 -3.045
S 1.335 -2.201 -3.037
O 0.758 -1.940 -4.316
O 2.079 -3.423 -2.889
O 2.272 -0.997 -2.638
C 2.879 -1.161 -1.325
C 3.968 -0.061 -1.209
F 3.742 0.923 -2.184
C 5.387 -0.589 -1.421
C 6.367 0.169 -0.516
H 3.781 -4.650 2.224
H 2.559 -3.464 3.004
H 3.545 -3.447 0.159
H 1.989 -1.495 1.960
H 3.478 -0.928 1.248
H 1.059 0.317 1.022
H 1.441 1.207 -1.728
H -0.153 0.518 -1.245
H -0.197 2.212 0.595
H 1.210 2.984 -0.128
H -0.165 2.914 -2.346
H -0.744 4.091 -1.129
H -1.547 2.506 -1.366
H 0.905 -3.097 -0.068
H -1.368 -2.365 0.221
H -0.891 -0.684 0.313
H -1.179 -2.059 3.679
H -2.251 -2.128 2.279
H -1.186 0.431 2.046
H -1.299 0.258 3.795
H -2.634 2.047 2.915
H -4.330 1.630 3.072
H -2.618 1.921 0.597
H -4.029 0.856 0.512
H -4.220 2.580 0.893
H -0.659 -1.426 -2.016
H -0.387 -4.278 -1.235
H -0.434 -3.981 -2.962
H -3.665 -3.217 -3.194
H -2.757 -1.739 -2.928
H -2.078 -3.019 -3.946
H 3.410 -2.104 -1.368
H 3.895 0.446 -0.252
H 5.650 -0.423 -2.461
H 5.436 -1.644 -1.154
H 7.391 -0.158 -0.676
H 6.112 -0.048 0.523
H 6.262 1.243 -0.659
Cl -6.822 1.787 4.080
C -6.372 2.297 5.714
Cl -4.933 3.327 5.711
H -7.192 2.854 6.144
H -6.162 1.414 6.305
Cl -2.907 -4.791 4.196
C -3.627 -5.346 2.678
Cl -2.859 -4.617 1.264
H -3.510 -6.421 2.617
H -4.676 -5.074 2.676
Cl 0.900 2.321 3.458
C 1.471 3.993 3.375
Cl 1.490 4.629 1.726
H 0.808 4.608 3.971
H 2.481 4.028 3.766
Cl -2.038 0.715 -4.107
C -1.819 2.251 -4.954
Cl -2.850 3.530 -4.299
H -0.785 2.554 -4.846
H -2.069 2.106 -5.998
Cl -6.374 4.402 9.677
C -8.081 4.147 9.313
Cl -8.332 2.734 8.274
H -8.616 3.986 10.241
H -8.461 5.021 8.797
Cl 6.970 0.805 -4.231
C 5.748 1.649 -5.190
Cl 6.470 2.617 -6.485
H 5.090 0.912 -5.634
H 5.192 2.307 -4.533
Cl 3.913 -1.107 -7.389
C 3.859 0.395 -8.319
Cl 2.876 1.627 -7.519
H 4.869 0.777 -8.414
H 3.431 0.189 -9.292
*
```

Atomic partial charges in e from the Mulliken method, atoms 1 to 8: number 1, C, carries -1.104; number 2, C, carries -0.248; number 3, C, carries -1.201; number 4, C, carries 1.271; number 5, N, carries 0.060; number 6, C, carries -0.194; number 7, C, carries -0.079; number 8, C, carries -1.511

No. 5
DFT (ωB97M-V/def2-TZVPD) results for 7 unconnected molecules or ions with the total composition C27H52F3O19 at a distorted geometry.

As for the HOMO-LUMO gap: 0.28552 hartree. The calculation puts the LUMO energy at 0.0832 Eh.

Structure (ORCA input):
```
! wB97M-V def2-TZVPD RIJCOSX def2/J DEFGRID3
* xyz -1 1
O 0.850 0.957 -0.694
H 0.223 0.400 -1.245
C 2.629 3.849 -0.020
C 3.427 3.123 -1.015
O 4.519 2.689 -0.297
C 4.495 3.131 0.953
O 5.242 2.926 1.822
O 3.500 3.927 1.036
F 3.969 4.192 -1.760
H 1.827 3.061 0.308
H 1.995 4.744 -0.225
H 3.069 2.472 -1.507
C 0.907 0.388 -3.836
C 0.415 1.818 -3.734
O -0.815 1.704 -4.304
C -1.145 0.373 -4.615
O -2.215 0.024 -5.130
O -0.159 -0.452 -4.231
F 1.069 2.785 -4.431
H 1.469 0.071 -2.920
H 1.763 0.340 -4.553
H 0.214 2.288 -2.703
C 1.702 -1.416 1.645
C 2.491 -0.108 1.745
O 3.787 -0.605 1.867
C 3.867 -1.922 1.840
O 4.912 -2.426 2.119
O 2.690 -2.343 1.644
F 2.151 0.504 2.990
H 1.290 -1.294 0.585
H 0.835 -1.695 2.310
H 2.383 0.746 1.175
C 6.038 -3.412 -3.282
O 4.694 -3.532 -2.624
C 4.099 -2.288 -2.112
C 2.800 -2.495 -1.440
O 2.036 -2.871 -2.314
C 0.737 -3.168 -1.864
C -0.237 -3.672 -2.925
O 0.045 -5.039 -3.134
C -0.760 -5.611 -4.229
H 6.098 -4.490 -3.574
H 6.810 -3.199 -2.551
H 6.102 -2.778 -3.989
H 4.179 -1.286 -2.677
H 4.850 -1.907 -1.428
H 2.521 -1.579 -1.177
H 2.805 -3.257 -0.695
H 0.497 -2.146 -1.580
H 0.750 -3.754 -1.024
H -0.011 -3.125 -3.767
H -1.432 -3.459 -2.619
H -0.454 -5.407 -5.314
H -1.774 -5.208 -4.215
H -0.798 -6.515 -4.051
C -2.303 -7.810 0.594
O -2.202 -6.476 0.941
C -2.185 -5.507 -0.070
C -2.501 -4.097 0.515
O -2.447 -3.286 -0.367
C -2.199 -1.943 0.086
C -2.682 -0.968 -0.975
O -4.074 -1.100 -1.057
C -4.521 -2.089 -1.977
H -1.737 -8.138 -0.440
H -3.290 -8.186 0.165
H -2.152 -8.336 1.458
H -3.155 -5.632 -0.697
H -1.114 -5.526 -0.491
H -1.853 -3.921 1.322
H -3.669 -4.266 1.095
H -1.001 -1.719 0.352
H -2.662 -1.609 0.880
H -2.241 -1.105 -1.837
H -2.562 0.141 -0.695
H -3.803 -2.177 -2.733
H -5.425 -1.530 -2.519
H -4.772 -3.110 -1.411
C -0.513 2.210 2.349
O -1.189 3.394 2.755
C -1.220 3.543 4.225
C -2.301 4.525 4.732
O -2.015 5.696 4.531
C -2.917 6.536 4.963
C -2.539 7.971 4.459
O -3.541 8.913 4.900
C -3.290 10.246 4.463
H -0.160 2.292 1.247
H -1.162 1.545 2.497
H 0.355 1.932 2.985
H -0.201 3.870 4.396
H -1.524 2.528 4.585
H -2.075 4.286 5.737
H -3.245 4.045 4.650
H -2.944 6.718 6.018
H -3.897 6.534 4.708
H -2.213 7.838 3.589
H -1.640 7.905 5.131
H -3.553 10.295 3.333
H -2.399 10.621 4.556
H -4.205 10.879 4.816
*
```

Atomic partial charges in e from the Mulliken method, atoms 1 to 8: number 1, O, carries -0.270; number 2, H, carries -0.484; number 3, C, carries 0.228; number 4, C, carries 0.663; number 5, O, carries -0.394; number 6, C, carries 0.709; number 7, O, carries -0.544; number 8, O, carries -0.410